1.
Entry from the OMol25 dataset: C4H7NO in the gas phase (ωB97M-V/def2-TZVPD).

Results
HOMO-LUMO gap = 10.99 eV
lowest unoccupied orbital energy = 1.027 eV
HOMO = -9.96 eV
energy relative to the best compared isomer or geometry (same formula, charge and spin) = 168.21 kJ/mol
molecular weight = 85.1 g/mol
structure (SMILES) = C[C@H]1CN1C=O

Structure (XYZ):
```
13
C4H7NO | the OMol25 dataset | ωB97M-V/def2-TZVPD
C -1.73840 -0.31585 0.50516
C -0.30264 -0.48498 0.07511
C 0.22897 0.09284 -1.18369
N 0.56560 0.70184 0.08524
C 1.90233 0.64265 0.49486
O 2.83515 0.34385 -0.21220
H -1.87824 -0.59563 1.55433
H -2.39433 -0.94847 -0.10366
H -2.04603 0.72634 0.38192
H 0.17029 -1.42237 0.37354
H 1.03061 -0.43700 -1.69202
H -0.41217 0.70830 -1.80989
H 2.03887 0.98848 1.53131
```

2.
Entry from the OMol25 dataset: 2 unconnected molecules or ions with the total composition C3H2FNOS (ωB97M-V/def2-TZVPD).

Results
HOMO-LUMO gap (alpha / beta) = 7.50 / 7.67 eV
lowest unoccupied orbital energy (alpha / beta) = -0.386 / -0.292 eV
HOMO (alpha / beta) = -7.88 / -7.96 eV
energy relative to the best compared isomer or geometry (same formula, charge and spin) = 563.15 kJ/mol
molecular weight = 119.1 g/mol

Structure (XYZ):
```
9
C3H2FNOS | the OMol25 dataset | ωB97M-V/def2-TZVPD
C -0.06132 -2.19531 -0.18002
C 1.79419 1.30938 -0.10115
C 0.67173 1.48413 0.23114
N -0.89084 -1.36494 0.08318
O -2.58664 0.38232 -0.45121
F -0.57852 1.69464 0.27647
S -2.21901 -0.56401 0.57762
H 1.02344 -2.29296 -0.10281
H 2.84696 1.54675 -0.33320
```

3.
Entry from the OMol25 dataset: a molecular structure, C52H66BrN10OSSbTi (ωB97M-V/def2-TZVPD).

Results
HOMO-LUMO gap = 6.13 eV
lowest unoccupied orbital energy = -5.958 eV
HOMO = -12.09 eV
energy relative to the best compared isomer or geometry (same formula, charge and spin) = 99.24 kJ/mol
molecular weight = 1128.8 g/mol
charge = +2

Structure (XYZ):
```
133
C52H66BrN10OSSbTi | the OMol25 dataset | ωB97M-V/def2-TZVPD
Ti -0.71057 0.01009 0.28947
C 4.76923 2.92770 2.55511
C 3.39734 2.62129 2.03550
C 3.00060 3.03591 0.76139
C 1.74804 2.72217 0.27728
C 0.85220 1.98562 1.05538
N -0.50456 1.84208 0.65914
C -1.34227 2.94741 0.81761
C -1.00892 4.01426 1.65614
C -1.87205 5.07827 1.83211
C -3.11489 5.12134 1.20101
C -4.05166 6.27793 1.39507
C -3.45095 4.05981 0.37386
C -2.57069 3.00376 0.16538
N -2.92690 1.99369 -0.76738
C -3.70879 2.14304 -1.84846
C -3.83522 0.91424 -2.45989
C -3.07988 0.05270 -1.67745
N -2.52396 0.70663 -0.64808
C 1.26726 1.52490 2.30507
C 2.52092 1.85572 2.79595
N 0.38676 0.72309 3.07387
C 0.39274 0.53297 4.40623
C -0.50609 -0.46647 4.69320
C -1.02260 -0.84618 3.45497
N -0.49316 -0.12062 2.47238
H 5.20127 3.78807 2.04866
H 4.75311 3.12597 3.62571
H 5.43225 2.07587 2.38713
H 3.68316 3.61210 0.15193
H 1.42368 3.06062 -0.69712
H -0.05912 4.00791 2.17445
H -1.57987 5.88779 2.48790
H -3.88430 6.76046 2.35589
H -3.90125 7.02920 0.61860
H -5.09152 5.95930 1.34934
H -4.41934 4.04741 -0.10886
H -4.11201 3.10480 -2.10925
H -4.38597 0.68117 -3.35208
H -2.88728 -0.99882 -1.80884
H 2.83997 1.49410 3.76227
H 1.01804 1.12643 5.04940
H -0.75175 -0.86435 5.66008
H -1.74118 -1.61268 3.22192
Br 5.79761 2.22217 -4.89432
C 4.26608 1.41593 -5.64260
C 3.60643 2.03775 -6.69139
C 2.48475 1.43115 -7.23269
C 2.00074 0.24564 -6.69364
C 2.69588 -0.39515 -5.67259
C 3.83561 0.19012 -5.15125
N 0.82862 -0.27886 -7.34150
N -0.10264 -0.77464 -6.70769
C -0.09736 -0.79324 -5.27321
C -0.19926 -1.99422 -4.62673
C -0.22362 -2.05856 -3.21845
C -0.19762 -0.90181 -2.49010
O -0.22393 -0.91549 -1.13168
C -0.15617 0.36585 -3.13286
N -0.13501 1.46829 -2.34394
C -0.13315 2.63926 -2.92700
C -0.15600 2.81589 -4.32655
C -0.14778 1.71096 -5.12674
C -0.12965 0.42532 -4.53799
H 3.97792 2.96893 -7.09422
H 1.97024 1.87045 -8.07664
H 2.38238 -1.36261 -5.30780
H 4.39855 -0.30732 -4.37406
H -0.22016 -2.90606 -5.20860
H -0.26527 -3.01596 -2.72281
H -0.11931 3.50789 -2.27375
H -0.17576 3.81128 -4.74559
H -0.17084 1.81221 -6.20377
C -5.58712 -1.34049 2.89796
N -4.49492 -1.00032 1.98358
C -3.94837 0.32538 2.21474
C -3.96452 -1.91275 1.15237
S -2.29545 -2.02527 0.67074
N -4.77125 -2.87626 0.69585
C -4.26902 -4.12633 0.13144
C -6.19998 -2.66116 0.46299
H -5.28572 -1.03641 3.90085
H -5.75998 -2.41119 2.89970
H -6.51061 -0.82026 2.64323
H -4.69743 1.07612 1.95152
H -3.06713 0.48416 1.60457
H -3.68845 0.45056 3.26715
H -3.32080 -4.40015 0.58181
H -4.14416 -4.03807 -0.94923
H -5.00317 -4.90135 0.34383
H -6.44231 -1.60590 0.54906
H -6.81649 -3.23974 1.15056
H -6.41718 -2.98670 -0.55434
C 3.73298 -1.20125 3.77405
C 3.44121 -2.55409 3.12875
C 4.76092 -3.27703 2.86960
C 2.60753 -3.36535 4.11972
Sb 2.23555 -2.21461 1.31518
C 3.74078 -1.68595 -0.20319
C 2.99231 -1.12670 -1.41392
C 4.63145 -2.83498 -0.66251
C 4.59467 -0.55672 0.36776
C 1.58437 -4.25133 0.81992
C 0.42364 -4.59990 1.75357
C 2.65280 -5.33349 0.91698
C 1.03490 -4.19147 -0.60111
H 4.38702 -1.34731 4.63915
H 2.81192 -0.74092 4.13714
H 4.22900 -0.50515 3.09888
H 5.22910 -3.50343 3.83285
H 5.46770 -2.66594 2.30937
H 4.63468 -4.22059 2.34131
H 3.10590 -3.35425 5.09394
H 2.50808 -4.40829 3.82455
H 1.60634 -2.94855 4.26055
H 2.37314 -1.87794 -1.90372
H 3.72104 -0.76908 -2.14926
H 2.35566 -0.27509 -1.15015
H 4.06064 -3.61979 -1.15854
H 5.19796 -3.28702 0.15110
H 5.35457 -2.45530 -1.39182
H 3.97629 0.27274 0.72294
H 5.24395 -0.16415 -0.42211
H 5.23947 -0.88145 1.18276
H 0.73371 -4.70273 2.79176
H -0.00303 -5.56067 1.44615
H -0.37452 -3.85633 1.70760
H 2.99852 -5.48448 1.93882
H 3.51895 -5.13251 0.28805
H 2.22132 -6.28359 0.58457
H 0.25687 -3.42972 -0.68094
H 0.58622 -5.15684 -0.85945
H 1.80588 -3.98012 -1.34288
```